(1)
83
Properties=species:S:1:pos:R:3:lowdin_spin:R:1 method="wB97M-V/def2-TZVPD" gap_ev="6.6719 / 6.1162" charge=+1 s_squared=0.76 e_tot_ev=-101694.3880 e_lumo_ev="-3.21 / -3.18" multiplicity=2
V 0.067 -0.955 -1.145 0.94
O 2.676 -1.007 -2.424 0.01
N 2.118 -1.076 -1.137 0.00
C 3.045 -1.235 -0.265 0.00
C 2.912 -1.268 1.207 0.00
C 4.151 -1.396 1.842 0.00
C 4.259 -1.338 3.222 0.00
C 3.121 -1.119 3.978 0.00
C 1.888 -0.991 3.354 0.00
C 1.746 -1.097 1.974 0.00
P 0.068 -0.943 1.234 0.02
C -0.920 -2.309 1.926 0.01
C -2.209 -2.430 1.405 0.00
C -3.051 -3.444 1.835 0.00
C -2.605 -4.364 2.772 0.00
C -1.318 -4.263 3.278 0.00
C -0.480 -3.239 2.862 0.00
C -0.511 0.543 2.130 0.00
C 0.296 1.680 2.067 0.00
C -0.120 2.873 2.625 0.00
C -1.357 2.947 3.256 0.00
C -2.161 1.822 3.328 0.00
C -1.740 0.623 2.767 0.00
H 1.898 -0.977 -3.012 0.00
H 4.063 -1.310 -0.642 0.00
H 5.042 -1.523 1.246 0.00
H 5.224 -1.437 3.696 0.00
H 3.186 -1.041 5.054 0.00
H 1.011 -0.791 3.957 0.00
H -2.563 -1.730 0.654 0.00
H -4.050 -3.518 1.432 0.00
H -3.256 -5.160 3.103 0.00
H -0.961 -4.983 4.000 0.00
H 0.523 -3.195 3.256 0.00
H 1.266 1.638 1.581 0.00
H 0.513 3.746 2.568 0.00
H -1.689 3.877 3.694 0.00
H -3.120 1.870 3.822 0.00
H -2.385 -0.246 2.832 0.00
C -2.597 -1.661 -4.238 0.00
S -1.628 -0.633 -3.171 0.00
O -1.919 0.731 -3.485 0.00
O -0.191 -1.026 -3.336 0.01
O -1.957 -1.040 -1.756 0.01
H -2.965 -1.044 -5.047 0.00
H -3.426 -2.062 -3.668 0.00
H -1.981 -2.465 -4.624 0.00
C -1.074 7.458 -1.247 0.00
C -0.602 6.037 -1.259 0.00
C -1.454 5.001 -0.901 0.00
C -1.054 3.671 -0.915 0.00
C -2.056 2.634 -0.515 0.00
C 0.268 3.387 -1.322 0.00
C 0.769 2.043 -1.434 0.00
O 0.111 1.023 -1.208 0.00
C 1.160 4.434 -1.675 0.00
C 2.580 4.187 -2.107 0.00
C 0.705 5.737 -1.637 0.00
H -2.072 7.547 -0.828 0.00
H -1.095 7.860 -2.261 0.00
H -0.397 8.085 -0.665 0.00
H -2.466 5.229 -0.593 0.00
H -2.917 3.123 -0.063 0.00
H -1.649 1.913 0.195 0.00
H -2.386 2.069 -1.389 0.00
H 1.816 1.902 -1.742 0.00
H 2.632 3.618 -3.035 0.00
H 3.154 3.649 -1.352 0.00
H 3.080 5.136 -2.280 0.00
H 1.376 6.542 -1.909 0.00
C -1.362 -4.361 -1.655 0.00
P 0.216 -3.502 -1.375 -0.01
C 0.997 -4.500 -0.066 0.00
C 1.193 -3.986 -2.837 0.00
H -1.201 -5.441 -1.692 0.00
H -1.792 -4.038 -2.601 0.00
H -2.069 -4.128 -0.858 0.00
H 1.187 -5.514 -0.418 0.00
H 0.349 -4.545 0.809 0.00
H 1.943 -4.055 0.237 0.00
H 1.135 -5.066 -2.985 0.00
H 2.237 -3.706 -2.694 0.00
H 0.826 -3.476 -3.729 0.00

---

(2)
81
Properties=species:S:1:pos:R:3:mulliken_charge:R:1 method="wB97M-V/def2-TZVPD" gap_ev=8.4381 charge=+1 e_tot_ev=-74307.9859 e_lumo_ev=-2.55 multiplicity=1
Mg -0.541 -0.475 1.229 1.16
C -2.938 0.965 -1.316 -0.44
C -3.487 1.309 0.085 -1.37
P -2.619 2.169 1.492 -0.17
C -0.758 2.015 1.360 -0.41
C 0.002 2.466 0.272 0.33
C 1.372 2.634 0.389 -0.85
C 2.020 2.345 1.585 -0.62
C 1.293 1.879 2.669 -0.73
C -0.085 1.719 2.558 -0.21
C -2.692 3.927 0.971 0.64
C -2.879 4.368 -0.337 0.16
C -2.892 5.726 -0.625 -0.90
C -2.713 6.656 0.388 -0.46
C -2.535 6.227 1.696 -0.67
C -2.532 4.871 1.985 -0.52
C -2.442 -0.485 -1.470 -1.54
P -0.612 -0.677 -1.381 0.69
C -0.381 -2.415 -1.875 0.86
C 0.542 -2.783 -2.851 -0.57
C 0.758 -4.125 -3.133 -0.75
C 0.057 -5.105 -2.445 -0.67
C -0.865 -4.744 -1.472 -0.57
C -1.081 -3.405 -1.182 -0.72
C -0.005 0.301 -2.782 0.09
C 1.212 0.966 -2.666 -0.14
C 1.713 1.710 -3.725 -0.71
C 0.996 1.791 -4.909 -0.64
C -0.212 1.115 -5.039 -0.72
C -0.710 0.368 -3.984 -0.38
H -2.186 1.679 -1.661 0.12
H -3.774 1.078 -2.009 0.46
H -3.929 0.412 0.519 0.69
H -4.326 2.001 -0.038 0.81
H -0.489 2.737 -0.654 0.49
H 1.938 3.024 -0.448 0.53
H 3.087 2.505 1.675 0.48
H 1.783 1.672 3.612 0.66
H -0.667 1.411 3.422 0.56
H -3.033 3.661 -1.142 0.19
H -3.046 6.057 -1.644 0.42
H -2.726 7.714 0.161 0.39
H -2.413 6.948 2.493 0.40
H -2.415 4.538 3.010 0.41
H -2.776 -0.910 -2.418 0.72
H -2.881 -1.113 -0.692 0.62
H 1.088 -2.023 -3.397 0.49
H 1.470 -4.404 -3.898 0.44
H 0.224 -6.150 -2.671 0.41
H -1.421 -5.504 -0.939 0.48
H -1.804 -3.135 -0.420 0.24
H 1.774 0.884 -1.743 0.36
H 2.662 2.221 -3.628 0.47
H 1.379 2.374 -5.736 0.40
H -0.764 1.166 -5.968 0.45
H -1.643 -0.166 -4.105 0.41
C 1.924 -1.275 4.354 -1.44
C 2.749 -1.302 3.067 -0.80
P 1.707 -1.740 1.628 0.40
C 1.195 -3.480 1.934 -0.19
C 2.232 -4.466 2.468 -1.29
C 2.823 -1.704 0.173 0.20
C 4.166 -2.426 0.259 -1.42
H 2.514 -0.892 5.186 0.41
H 1.583 -2.274 4.625 0.37
H 1.036 -0.646 4.253 0.24
H 3.570 -2.016 3.156 0.59
H 3.201 -0.329 2.858 0.52
H 0.769 -3.833 0.990 0.06
H 0.351 -3.411 2.627 0.37
H 3.013 -4.674 1.739 0.23
H 1.748 -5.411 2.713 0.43
H 2.708 -4.102 3.379 0.29
H 2.980 -0.639 -0.030 0.19
H 2.232 -2.086 -0.665 -0.08
H 4.739 -2.115 1.132 0.32
H 4.763 -2.201 -0.625 0.43
H 4.039 -3.506 0.301 0.27
F -2.225 -2.144 3.418 -0.22
B -2.351 -1.565 2.216 0.02
F -3.566 -1.758 1.673 -0.19

---

(3)
96
Properties=species:S:1:pos:R:3:mulliken_charge:R:1 method="wB97M-V/def2-TZVPD" gap_ev=7.7464 smiles="CC(=O)OC(=O)Cc1cc(S)c2c(c1)C(=O)c1cc(Cl)ccc1C2=O.COC(=O)OC.COC(=O)OC.COC(=O)OC.COC(=O)OC.COC(=O)OC" charge=0 e_tot_ev=-99194.6840 e_lumo_ev=-1.52 multiplicity=1
C 0.234 -3.232 2.401 -0.60
C -0.007 -4.597 1.831 0.60
O 0.791 -5.482 1.817 -0.52
O -1.290 -4.815 1.351 -0.32
C -1.835 -3.993 0.400 0.39
O -2.934 -3.550 0.527 -0.50
C -0.940 -3.754 -0.786 -0.91
C -0.089 -2.517 -0.605 0.31
C 1.279 -2.566 -0.858 -1.48
C 2.094 -1.451 -0.693 0.63
S 3.779 -1.667 -1.228 0.02
C 1.537 -0.244 -0.237 -0.39
C 0.151 -0.196 -0.009 0.00
C -0.649 -1.318 -0.192 -0.36
C -0.549 1.045 0.445 0.50
O -1.734 1.032 0.695 -0.67
C 0.256 2.279 0.576 0.68
C -0.379 3.464 0.926 -0.87
C 0.381 4.611 1.071 0.34
Cl -0.395 6.091 1.497 -0.21
C 1.760 4.590 0.884 -0.66
C 2.381 3.405 0.540 -0.62
C 1.635 2.239 0.377 0.04
C 2.355 0.985 0.011 0.66
O 3.561 0.988 -0.060 -0.61
H 0.994 -2.739 1.792 0.04
H -0.655 -2.607 2.418 0.32
H 0.631 -3.349 3.405 0.40
H -0.292 -4.615 -0.939 0.44
H -1.580 -3.644 -1.660 0.45
H 1.728 -3.487 -1.205 0.49
H 4.448 -1.858 -0.084 0.18
H -1.712 -1.254 -0.007 0.71
H -1.446 3.489 1.084 0.60
H 2.347 5.488 1.006 0.43
H 3.451 3.376 0.397 0.52
C -1.286 -1.909 -6.363 -0.67
O -0.599 -1.403 -5.213 -0.28
C 0.711 -1.231 -5.390 0.77
O 1.323 -1.471 -6.397 -0.56
O 1.223 -0.750 -4.260 -0.19
C 2.634 -0.504 -4.304 -0.45
H -2.327 -1.994 -6.069 0.21
H -1.187 -1.222 -7.200 0.30
H -0.894 -2.885 -6.644 0.30
H 2.875 0.249 -5.052 0.38
H 3.178 -1.424 -4.512 0.13
H 2.902 -0.138 -3.318 0.08
C 4.702 -4.171 -5.535 -0.73
O 5.360 -3.760 -4.331 -0.20
C 6.675 -3.585 -4.448 0.63
O 7.323 -3.736 -5.449 -0.56
O 7.148 -3.211 -3.258 -0.17
C 8.561 -2.979 -3.234 -0.75
H 3.651 -4.263 -5.277 0.18
H 4.829 -3.424 -6.316 0.32
H 5.090 -5.129 -5.875 0.38
H 8.830 -2.182 -3.924 0.34
H 9.102 -3.887 -3.495 0.34
H 8.792 -2.685 -2.215 0.21
C -6.644 6.524 2.355 -0.65
O -6.188 5.199 2.646 -0.34
C -5.658 4.560 1.603 0.82
O -5.547 5.003 0.489 -0.56
O -5.276 3.351 2.004 -0.32
C -4.685 2.547 0.976 -0.51
H -7.055 6.909 3.284 0.20
H -5.819 7.148 2.018 0.34
H -7.420 6.500 1.592 0.29
H -3.792 3.025 0.581 0.15
H -5.394 2.374 0.170 0.33
H -4.414 1.607 1.446 0.24
C 8.488 -3.183 4.262 -0.65
O 7.590 -2.901 3.184 -0.31
C 7.520 -3.863 2.265 0.66
O 8.132 -4.898 2.279 -0.55
O 6.655 -3.480 1.326 -0.12
C 6.469 -4.430 0.271 -0.44
H 8.438 -2.321 4.919 0.21
H 8.177 -4.080 4.794 0.29
H 9.503 -3.313 3.890 0.29
H 6.073 -5.367 0.659 0.34
H 7.403 -4.616 -0.255 0.27
H 5.751 -3.980 -0.407 -0.03
C -9.704 4.684 2.876 -0.58
O -10.890 4.776 3.671 -0.32
C -10.864 5.764 4.562 0.78
O -9.961 6.545 4.723 -0.55
O -12.005 5.742 5.247 -0.34
C -12.110 6.758 6.249 -0.62
H -9.858 3.855 2.194 0.28
H -9.555 5.603 2.313 0.24
H -8.834 4.492 3.502 0.30
H -12.055 7.747 5.798 0.29
H -11.319 6.650 6.988 0.30
H -13.080 6.613 6.714 0.22

---

(4)
90
Properties=species:S:1:pos:R:3:lowdin_spin:R:1 method="wB97M-V/def2-TZVPD" gap_ev="6.5286 / 6.8951" charge=+3 s_squared=0.76 e_tot_ev=-100103.4068 e_lumo_ev="-10.12 / -9.75" multiplicity=2
Re -0.051 -0.115 -0.143 0.84
O 0.256 -0.328 1.902 0.02
S -0.459 -0.430 3.281 0.01
C 0.858 0.229 4.351 0.00
C 2.256 0.069 3.770 0.00
C 2.616 1.194 2.791 0.00
C 3.818 0.849 1.915 0.00
S 3.462 0.266 0.211 0.01
O 1.917 0.147 0.027 0.04
C 3.908 1.624 -0.810 0.00
C 5.074 1.456 -1.550 0.00
C 5.502 2.504 -2.358 0.00
C 4.757 3.671 -2.430 0.00
C 3.580 3.814 -1.695 0.00
C 3.153 2.792 -0.868 0.00
C -0.461 -2.138 3.713 0.00
C 0.565 -3.015 3.374 0.00
C 0.479 -4.329 3.796 0.00
C -0.616 -4.753 4.548 0.00
C -1.638 -3.872 4.866 0.00
C -1.571 -2.551 4.436 0.00
H 0.731 -0.302 5.295 0.00
H 0.603 1.277 4.523 0.00
H 2.349 -0.903 3.283 0.00
H 2.970 0.061 4.594 0.00
H 2.855 2.102 3.347 0.00
H 1.760 1.423 2.161 0.00
H 4.407 0.034 2.340 0.00
H 4.483 1.694 1.737 0.00
H 5.640 0.532 -1.500 0.00
H 6.414 2.402 -2.932 0.00
H 5.094 4.480 -3.065 0.00
H 3.006 4.728 -1.761 0.00
H 2.244 2.898 -0.292 0.00
H 1.406 -2.685 2.774 0.00
H 1.271 -5.028 3.556 0.00
H -0.667 -5.780 4.888 0.00
H -2.490 -4.207 5.442 0.00
H -2.375 -1.858 4.658 0.00
C -1.194 -0.163 -3.544 0.01
P 0.117 0.539 -2.510 0.00
C 1.635 0.236 -3.470 0.00
C -0.025 2.353 -2.630 0.00
C 0.152 2.999 -3.854 0.00
C 0.109 4.381 -3.933 0.00
C -0.110 5.140 -2.789 0.00
C -0.318 4.510 -1.573 0.00
C -0.278 3.119 -1.489 0.00
P -0.777 2.263 0.023 -0.01
C -0.115 3.183 1.442 0.00
C -2.550 2.626 0.101 0.00
H -1.170 0.289 -4.536 0.00
H -2.169 0.011 -3.090 0.00
H -1.038 -1.239 -3.642 0.00
H 1.563 0.773 -4.414 0.00
H 1.742 -0.818 -3.699 0.00
H 2.515 0.609 -2.941 0.00
H 0.318 2.434 -4.763 0.00
H 0.243 4.870 -4.889 0.00
H -0.143 6.220 -2.851 0.00
H -0.527 5.112 -0.696 0.00
H -0.441 4.223 1.403 0.00
H 0.972 3.163 1.475 0.00
H -0.515 2.740 2.355 0.00
H -2.655 3.697 -0.077 0.00
H -2.973 2.373 1.069 0.00
H -3.081 2.101 -0.693 0.00
C -2.160 -5.004 0.940 0.00
N -1.091 -4.336 0.173 0.00
C -0.295 -5.015 -0.675 0.00
C 0.712 -4.400 -1.339 0.00
C 0.896 -3.017 -1.127 0.00
N 0.045 -2.291 -0.363 0.00
C -0.936 -2.973 0.364 0.00
O -1.639 -2.386 1.161 0.00
N 1.949 -2.415 -1.681 0.00
H -1.961 -6.072 0.944 0.00
H -3.126 -4.804 0.482 0.00
H -2.154 -4.623 1.955 0.00
H -0.491 -6.075 -0.776 0.00
H 1.378 -4.956 -1.981 0.00
H 2.619 -2.957 -2.200 0.00
H 2.168 -1.462 -1.458 0.00
F -5.210 -0.839 0.458 0.00
C -4.162 -1.001 -0.314 0.00
F -3.978 -2.299 -0.568 0.00
F -4.357 -0.368 -1.479 0.00
C -2.903 -0.413 0.354 0.02
O -2.860 0.049 1.445 0.00
O -1.881 -0.374 -0.539 0.06

---

(5)
92
Properties=species:S:1:pos:R:3:mulliken_charge:R:1 method="wB97M-V/def2-TZVPD" gap_ev=6.5639 charge=0 e_tot_ev=-67795.8306 e_lumo_ev=-1.39 multiplicity=1
C 3.140 -7.576 9.032 -1.18
O 2.330 -6.700 9.285 -0.55
N 4.468 -7.357 9.170 1.32
C 5.498 -8.384 8.956 -1.56
C 5.009 -6.028 9.507 -0.99
H 2.870 -8.642 9.093 0.80
H 5.107 -9.230 8.391 1.21
H 5.740 -8.727 9.961 -0.08
H 6.351 -7.937 8.445 -1.10
H 4.292 -5.489 10.126 0.52
H 5.646 -6.225 10.369 0.09
H 5.460 -5.458 8.695 -0.52
C 6.427 -10.640 6.688 -0.13
O 5.555 -9.736 6.606 -0.49
N 7.118 -10.893 7.825 0.59
C 8.214 -11.801 7.814 -1.05
C 6.833 -10.280 9.100 -0.50
H 6.923 -11.078 5.807 0.27
H 9.097 -11.162 7.817 0.40
H 8.254 -12.425 6.922 0.34
H 8.287 -12.476 8.668 0.27
H 6.621 -11.078 9.812 0.53
H 7.725 -9.819 9.524 1.05
H 6.021 -9.557 9.163 -1.04
C 0.600 -8.952 9.683 -0.05
O -0.208 -9.528 10.328 -0.57
N 0.552 -8.813 8.308 0.20
C 1.648 -8.371 7.500 -0.87
C -0.725 -8.634 7.640 -1.07
H 1.458 -8.442 10.147 0.71
H 1.525 -8.454 6.420 0.51
H 2.565 -8.765 7.938 0.69
H 1.723 -7.298 7.676 0.37
H -0.934 -9.482 6.989 0.32
H -1.487 -8.690 8.418 0.38
H -0.905 -7.712 7.086 0.32
C 4.054 -10.529 10.794 -1.13
C 5.394 -10.335 10.423 0.00
C 6.155 -9.319 11.028 -0.23
C 5.555 -8.569 12.020 0.31
C 4.286 -8.900 12.449 -0.91
C 3.529 -9.840 11.874 -0.41
N 6.376 -7.636 12.947 1.00
O 7.207 -6.882 12.387 -0.52
O 6.237 -7.833 14.129 -0.66
H 3.361 -11.091 10.186 0.45
H 5.756 -10.764 9.500 0.65
H 7.176 -9.225 10.689 0.43
H 3.748 -8.514 13.302 0.44
H 2.511 -9.972 12.211 0.46
C 6.764 -6.789 5.972 -0.43
C 6.157 -5.825 6.678 1.45
C 6.879 -4.872 7.284 -0.60
C 8.275 -4.895 7.245 -0.67
C 8.952 -5.738 6.418 -0.65
C 8.221 -6.742 5.839 -1.09
N 9.040 -3.949 8.167 1.23
O 10.239 -4.226 8.343 -0.65
O 8.438 -2.988 8.623 -0.58
H 6.200 -7.509 5.397 0.60
H 5.109 -5.884 6.931 0.50
H 6.437 -4.263 8.059 0.15
H 10.024 -5.853 6.348 0.48
H 8.724 -7.504 5.262 0.45
C 4.043 -3.608 8.489 -0.57
C 3.301 -4.776 8.241 -0.31
C 3.355 -5.350 6.966 -0.24
C 3.941 -4.647 5.903 -0.15
C 4.555 -3.404 6.133 -0.47
C 4.645 -2.926 7.412 -0.62
N 3.767 -5.267 4.553 1.13
O 4.709 -5.137 3.758 -0.62
O 2.641 -5.583 4.287 -0.62
H 4.338 -3.194 9.442 0.56
H 2.764 -5.215 9.069 1.12
H 2.823 -6.235 6.648 0.32
H 4.967 -2.915 5.263 0.45
H 5.214 -2.074 7.752 0.44
C 8.848 -3.116 10.860 -0.34
C 7.527 -3.472 10.564 -1.50
C 7.125 -4.761 10.325 0.10
C 8.138 -5.690 10.135 0.53
C 9.559 -5.380 10.277 -1.48
C 9.895 -4.072 10.750 -0.66
N 7.769 -7.070 9.861 0.82
O 6.605 -7.257 9.412 0.92
O 8.476 -8.034 10.265 -0.74
H 9.174 -2.117 11.107 0.40
H 6.781 -2.718 10.768 0.48
H 6.072 -4.952 10.184 0.92
H 10.356 -6.108 10.304 0.55
H 10.916 -3.744 10.876 0.40